{"formula": "C43H67As3CaN7O3PS2", "method": "ωB97M-V with the def2-TZVPD basis set", "lumo_ev": 0.54, "multiplicity": 1, "total_energy_ev": -294168.8253, "homo_energy_ha": -0.265, "homo_lumo_gap_ha": 0.2851, "symbols": ["Ca", "C", "C", "C", "C", "N", "C", "C", "C", "C", "C", "C", "C", "H", "H", "H", "H", "H", "H", "H", "H", "C", "As", "C", "C", "C", "C", "C", "As", "C", "C", "C", "As", "C", "C", "H", "H", "H", "H", "H", "H", "H", "H", "H", "H", "H", "H", "H", "H", "H", "H", "H", "H", "H", "H", "H", "H", "H", "H", "H", "H", "H", "O", "P", "N", "C", "C", "C", "C", "N", "C", "C", "C", "C", "N", "C", "C", "C", "C", "H", "H", "H", "H", "H", "H", "H", "H", "H", "H", "H", "H", "H", "H", "H", "H", "H", "H", "H", "H", "H", "H", "H", "H", "N", "C", "C", "C", "C", "C", "C", "S", "O", "O", "N", "C", "S", "C", "C", "N", "H", "H", "H", "H", "H", "H", "H", "H"], "positions_angstrom": [[-0.060, -0.422, -0.590], [4.228, 1.101, 0.909], [4.576, 2.015, -0.078], [3.632, 2.368, -1.018], [2.338, 1.816, -0.966], [2.028, 0.937, -0.004], [2.939, 0.592, 0.886], [1.292, 2.142, -1.946], [1.538, 3.089, -2.950], [0.580, 3.373, -3.898], [-0.619, 2.679, -3.874], [-0.846, 1.731, -2.892], [0.066, 1.446, -1.870], [4.933, 0.804, 1.672], [5.569, 2.443, -0.113], [3.899, 3.074, -1.789], [2.608, -0.135, 1.619], [2.480, 3.615, -3.007], [0.774, 4.113, -4.663], [-1.373, 2.876, -4.626], [-1.778, 1.175, -2.935], [-0.480, 0.485, 4.974], [0.032, 1.134, 3.147], [1.834, 1.757, 3.724], [-0.663, 3.007, 3.249], [-2.148, 3.373, 3.110], [-2.976, 2.560, 4.096], [-2.637, 3.145, 1.684], [-2.738, 1.270, 0.990], [-3.508, 1.884, -0.704], [-4.536, 0.797, 1.746], [-2.245, 4.871, 3.466], [-3.844, 6.081, 3.317], [-5.465, 4.943, 3.396], [-3.866, 6.434, 1.367], [-0.588, 1.302, 5.686], [0.282, -0.203, 5.344], [-1.420, -0.061, 4.914], [1.795, 2.292, 4.672], [2.231, 2.425, 2.961], [2.528, 0.926, 3.832], [-0.113, 3.525, 2.455], [-0.298, 3.406, 4.202], [-2.857, 1.499, 3.873], [-4.029, 2.817, 4.022], [-2.650, 2.749, 5.118], [-1.972, 3.673, 0.992], [-3.635, 3.580, 1.579], [-4.427, 2.452, -0.535], [-3.739, 1.023, -1.330], [-2.787, 2.509, -1.227], [-5.134, 1.683, 1.967], [-4.451, 0.195, 2.651], [-5.057, 0.207, 0.990], [-1.494, 5.415, 2.882], [-1.942, 4.980, 4.515], [-5.589, 4.531, 4.396], [-5.474, 4.135, 2.669], [-6.322, 5.589, 3.198], [-2.852, 6.625, 1.018], [-4.456, 7.331, 1.178], [-4.289, 5.619, 0.784], [0.784, -1.730, 0.963], [1.900, -2.665, 0.754], [1.268, -4.135, 0.241], [2.061, -5.193, -0.364], [1.922, -6.375, 0.593], [0.461, -6.232, 1.019], [0.281, -4.719, 1.152], [2.983, -2.203, -0.406], [2.372, -2.014, -1.717], [3.456, -1.326, -2.526], [4.716, -2.024, -2.015], [4.431, -2.278, -0.526], [2.739, -2.842, 2.192], [2.261, -2.346, 3.466], [3.556, -1.930, 4.176], [4.620, -2.882, 3.599], [3.866, -3.683, 2.523], [3.091, -4.871, -0.518], [1.630, -5.459, -1.339], [2.588, -6.254, 1.451], [2.134, -7.331, 0.119], [0.227, -6.758, 1.944], [-0.182, -6.611, 0.224], [0.489, -4.386, 2.177], [-0.729, -4.392, 0.894], [1.471, -1.416, -1.628], [2.094, -2.963, -2.190], [3.482, -0.259, -2.297], [3.276, -1.469, -3.588], [5.618, -1.433, -2.169], [4.834, -2.976, -2.533], [4.896, -1.505, 0.096], [4.843, -3.248, -0.226], [1.786, -3.161, 4.032], [1.531, -1.544, 3.331], [3.468, -2.023, 5.257], [3.803, -0.897, 3.933], [5.028, -3.542, 4.362], [5.444, -2.324, 3.156], [3.519, -4.635, 2.956], [4.487, -3.898, 1.656], [-2.775, 1.123, -8.304], [-2.247, 0.378, -7.272], [-2.865, -0.811, -6.874], [-2.301, -1.596, -5.888], [-1.125, -1.197, -5.283], [-0.486, -0.038, -5.682], [-1.042, 0.751, -6.667], [-0.339, -2.198, -4.033], [-0.855, -3.547, -4.118], [1.079, -2.036, -4.235], [-0.691, -1.559, -2.589], [-1.807, -1.876, -1.986], [-3.125, -2.794, -2.716], [-4.017, -2.602, -1.227], [-3.280, -1.916, -0.330], [-2.057, -1.502, -0.755], [-3.740, 0.960, -8.537], [-2.467, 2.078, -8.389], [-3.782, -1.112, -7.357], [-2.751, -2.528, -5.586], [0.450, 0.222, -5.217], [-0.551, 1.658, -6.986], [-4.992, -3.032, -1.119], [-3.563, -1.691, 0.689]], "forces_ev_per_angstrom": [[-0.23, 0.56, 1.43], [-0.11, -0.03, 0.03], [-0.17, -0.14, 0.06], [-0.12, 0.01, 0.01], [0.66, 0.37, 0.15], [-0.33, -0.10, -0.35], [0.55, -0.02, 0.35], [-0.60, 0.16, -0.51], [0.22, -0.05, 0.17], [0.00, 0.05, -0.11], [-0.24, 0.10, -0.05], [0.07, 0.13, 0.01], [0.28, 1.25, -0.75], [0.00, -0.07, 0.07], [0.04, 0.02, 0.00], [-0.04, -0.03, -0.03], [0.09, 0.03, 0.09], [0.08, 0.08, -0.01], [0.01, 0.05, -0.03], [-0.05, 0.01, -0.07], [-0.11, -0.01, -0.05], [-0.06, 0.02, -0.38], [0.31, 0.27, 0.80], [-0.14, -0.03, -0.10], [0.13, 0.05, 0.01], [-0.14, -0.16, -0.01], [0.07, 0.00, -0.12], [0.07, -0.13, -0.09], [-0.86, 0.69, 0.09], [-0.02, 0.00, -0.14], [0.32, -0.18, -0.02], [-0.05, 0.12, 0.09], [0.03, -0.18, -0.21], [0.16, 0.05, 0.02], [-0.05, 0.00, 0.11], [0.05, 0.07, -0.06], [0.06, 0.03, -0.11], [-0.04, 0.00, 0.04], [-0.15, 0.02, 0.03], [0.04, 0.04, -0.06], [-0.04, -0.12, -0.03], [0.07, 0.01, 0.05], [0.06, -0.07, -0.01], [-0.11, -0.05, 0.17], [-0.12, -0.05, 0.00], [0.04, -0.06, 0.12], [-0.07, -0.02, -0.04], [0.04, -0.12, -0.11], [0.07, -0.04, 0.10], [0.00, -0.06, -0.05], [0.02, -0.02, 0.00], [0.13, 0.05, -0.07], [0.02, 0.04, -0.02], [0.03, 0.01, 0.00], [-0.05, 0.07, 0.02], [-0.03, 0.04, -0.10], [0.04, 0.00, 0.02], [0.06, -0.06, -0.05], [0.07, 0.07, -0.01], [0.05, -0.01, 0.04], [0.01, -0.03, 0.09], [0.02, -0.11, 0.02], [-0.32, 0.13, 0.72], [1.74, -1.94, 0.12], [0.35, 1.06, 0.26], [0.29, -0.25, -0.29], [-0.12, 0.07, -0.08], [0.12, 0.01, 0.03], [-0.50, 0.01, 0.24], [-0.79, -0.49, 0.43], [0.11, 0.00, -0.44], [-0.01, -0.01, 0.00], [-0.18, 0.03, -0.01], [0.63, 0.11, 0.33], [-0.47, 0.33, -0.75], [-0.17, 0.41, 0.28], [-0.10, 0.00, 0.03], [-0.01, -0.07, -0.02], [0.32, -0.34, -0.12], [0.02, -0.04, -0.06], [0.14, 0.05, 0.04], [0.02, 0.01, 0.01], [0.05, -0.01, -0.01], [-0.06, -0.01, -0.03], [-0.06, -0.05, 0.03], [-0.09, -0.08, 0.04], [0.06, -0.03, 0.05], [0.48, -0.32, -0.58], [-0.08, 0.14, 0.09], [0.00, -0.02, -0.01], [0.08, 0.11, 0.03], [0.03, -0.06, 0.05], [0.06, -0.02, -0.02], [-0.02, -0.09, 0.03], [-0.09, 0.08, 0.00], [-0.09, 0.04, -0.02], [0.09, -0.08, 0.03], [-0.01, 0.10, 0.05], [-0.03, 0.04, 0.05], [0.08, -0.02, -0.03], [0.01, -0.02, 0.00], [0.04, 0.06, -0.13], [-0.05, -0.10, 0.01], [-0.06, 0.15, -0.20], [0.16, -0.26, 0.14], [0.04, 0.12, -0.01], [-0.11, -0.04, 0.06], [0.30, -0.47, 0.51], [0.03, 0.14, -0.04], [-0.14, -0.08, -0.05], [0.35, -0.06, -0.23], [-0.21, 0.26, -0.19], [-0.12, 0.23, 0.06], [1.49, -0.01, -1.25], [-1.79, -1.08, -0.62], [-0.38, 0.06, 0.81], [0.22, 0.10, -0.26], [-0.61, -0.31, 0.11], [-0.29, -0.01, 0.31], [0.05, 0.10, 0.03], [-0.10, -0.07, 0.01], [-0.13, -0.09, -0.05], [-0.13, -0.11, -0.05], [0.12, 0.16, 0.03], [0.11, 0.10, -0.01], [-0.18, -0.06, 0.13], [-0.11, -0.04, -0.01]]}

=====

{"formula": "C5H15N2O2", "method": "ωB97M-V with the def2-TZVPD basis set", "de_lowest_kcal_mol": 25.92, "lumo_ev": -3.12, "multiplicity": 1, "smiles": "CCCC[NH2+]C(N)(O)O", "total_charge": 1, "total_energy_ev": -12497.5492, "homo_energy_ha": -0.553, "homo_lumo_gap_ha": 0.4379, "symbols": ["C", "C", "C", "C", "N", "C", "N", "O", "O", "H", "H", "H", "H", "H", "H", "H", "H", "H", "H", "H", "H", "H", "H", "H"], "positions_angstrom": [[-1.991, -1.899, -1.962], [-1.088, -0.674, -1.854], [-0.431, -0.605, -0.473], [0.457, 0.625, -0.316], [0.950, 0.708, 1.083], [1.804, 1.988, 1.483], [1.696, 1.888, 3.006], [3.040, 1.787, 0.995], [1.211, 3.086, 0.988], [-2.505, -1.902, -2.919], [-2.740, -1.896, -1.174], [-1.412, -2.815, -1.885], [-0.319, -0.721, -2.625], [-1.679, 0.227, -2.021], [-1.221, -0.581, 0.282], [0.159, -1.510, -0.318], [1.318, 0.575, -0.984], [-0.104, 1.536, -0.538], [1.547, -0.104, 1.281], [0.156, 0.669, 1.735], [2.404, 1.251, 3.353], [1.884, 2.797, 3.419], [3.272, 2.446, 0.322], [0.537, 3.462, 1.571]], "forces_ev_per_angstrom": [[0.09, 0.19, -0.06], [-0.01, -0.17, 0.23], [0.05, 0.20, -0.25], [-0.24, -0.18, -0.49], [0.25, 0.26, 0.15], [-0.90, -0.87, 3.09], [0.06, 0.36, -2.29], [0.32, -0.02, -0.38], [-0.01, 0.38, -0.36], [-0.07, -0.07, -0.07], [-0.09, -0.03, 0.05], [0.03, -0.12, 0.02], [0.04, 0.10, -0.06], [0.04, 0.10, -0.04], [-0.01, -0.04, 0.10], [0.02, -0.07, 0.11], [0.00, 0.07, 0.12], [0.13, -0.05, 0.14], [-0.17, 0.12, 0.01], [0.31, 0.02, -0.09], [0.08, -0.03, -0.01], [0.12, 0.02, -0.09], [-0.10, -0.03, 0.10], [0.06, -0.14, 0.09]]}

=====

{"formula": "C7H11O3S", "method": "ωB97M-V with the def2-TZVPD basis set", "de_lowest_kcal_mol": 0.00, "lumo_ev": 3.45, "multiplicity": 1, "smiles": "C/C=C/CC/C=C/S(=O)(=O)[O-]", "total_charge": -1, "total_energy_ev": -24415.2006, "homo_energy_ha": -0.182, "homo_lumo_gap_ha": 0.3089, "symbols": ["C", "C", "C", "C", "C", "C", "C", "S", "O", "O", "O", "H", "H", "H", "H", "H", "H", "H", "H", "H", "H", "H"], "positions_angstrom": [[-0.536, 2.567, -0.047], [-0.825, 1.135, -0.553], [-1.668, 0.364, 0.066], [-1.900, -1.063, -0.327], [-0.786, -1.988, 0.242], [0.596, -1.583, -0.142], [1.268, -0.634, 0.542], [2.847, -0.024, 0.069], [3.781, -0.659, 1.001], [3.071, -0.435, -1.322], [2.658, 1.415, 0.303], [-1.250, 2.807, 0.832], [0.467, 2.578, 0.406], [-0.620, 3.330, -0.773], [-0.181, 1.005, -1.403], [-2.340, 0.805, 0.850], [-2.878, -1.321, -0.017], [-1.867, -1.174, -1.353], [-1.103, -3.016, -0.046], [-0.784, -1.998, 1.254], [1.188, -1.949, -1.006], [0.863, -0.162, 1.425]], "forces_ev_per_angstrom": [[-1.12, -1.37, 2.80], [1.19, 3.94, 0.26], [-1.87, -0.69, 0.13], [1.32, 0.81, 1.91], [-0.76, -0.96, -2.80], [1.75, 0.87, -0.12], [-0.99, -1.44, -0.62], [0.64, -0.07, 0.20], [-0.23, 0.32, -0.16], [-0.29, 0.43, 0.47], [0.28, -0.34, -0.44], [0.89, -0.22, -1.36], [-0.09, 0.03, -0.43], [-0.04, 0.73, -0.96], [-0.05, -1.25, -0.29], [0.96, -0.49, -0.48], [-0.98, -0.80, 0.54], [0.06, -0.08, -2.37], [0.68, 0.38, -0.08], [-0.42, 0.18, 3.38], [-0.93, -0.02, 0.28], [0.00, 0.06, 0.15]]}

=====

{"formula": "C2H12NO3", "method": "ωB97M-V with the def2-TZVPD basis set", "de_lowest_kcal_mol": 153.00, "lumo_ev": -9.23, "multiplicity": 1, "total_charge": 1, "total_energy_ev": -9888.8094, "homo_energy_ha": -0.542, "homo_lumo_gap_ha": 0.2025, "symbols": ["C", "C", "N", "H", "H", "H", "H", "H", "H", "H", "H", "O", "H", "H", "O", "H", "H", "O"], "positions_angstrom": [[2.522, -0.064, -0.782], [1.570, -1.071, -0.872], [2.671, 0.682, 0.283], [3.230, 0.138, -1.600], [1.498, -1.718, -1.748], [0.863, -1.325, -0.065], [-9.457, 1.368, -2.391], [1.770, 0.707, 0.980], [3.368, 1.424, 0.271], [0.319, 1.151, 2.261], [-8.798, 1.160, -2.124], [0.604, 0.574, 1.541], [-0.256, 0.722, 0.130], [-1.342, 1.112, -0.902], [-0.486, 0.678, -0.828], [0.521, -2.529, 2.379], [0.632, -1.025, 1.837], [0.771, -1.983, 1.631]], "forces_ev_per_angstrom": [[3.36, 3.30, 0.35], [-2.89, -1.53, 0.35], [-0.03, -1.45, -2.31], [-0.48, -0.35, 0.13], [0.23, 0.28, -0.07], [0.31, 0.02, 0.05], [0.00, 0.00, 0.00], [-2.12, -0.04, 2.32], [0.15, -0.04, -0.18], [0.26, -0.03, -0.16], [0.00, 0.00, 0.00], [0.70, 0.52, -0.42], [-0.04, -0.01, 0.16], [-0.13, -0.22, -0.41], [0.68, -0.12, 0.05], [-0.06, 0.05, 0.02], [-0.14, -0.31, 0.43], [0.21, -0.07, -0.30]]}

=====

{"formula": "C5H8O", "method": "ωB97M-V with the def2-TZVPD basis set", "de_lowest_kcal_mol": 119.83, "lumo_ev": 0.87, "multiplicity": 1, "smiles": "C=C(C)O.C#C", "total_energy_ev": -7357.0591, "homo_energy_ha": -0.352, "homo_lumo_gap_ha": 0.3839, "symbols": ["C", "C", "C", "O", "H", "H", "H", "H", "H", "H", "C", "C", "H", "H"], "positions_angstrom": [[0.249, -0.944, 0.645], [0.676, 0.190, 0.183], [1.085, 0.416, -1.314], [0.343, 1.458, 0.738], [0.603, -1.908, 0.402], [0.005, -0.937, 1.693], [0.395, 1.120, -1.709], [0.785, -0.546, -1.603], [2.084, 0.449, -1.804], [-0.160, 1.217, 1.500], [-3.278, 0.223, -0.090], [-2.422, 1.074, -0.020], [-3.037, -0.835, 0.100], [-1.787, 1.790, 0.159]], "forces_ev_per_angstrom": [[0.55, -0.85, 2.74], [0.63, 4.31, -3.18], [0.53, -1.38, 1.38], [1.12, -1.83, -0.80], [0.10, -0.72, -1.22], [-0.78, 0.09, 0.46], [-0.34, 0.74, -0.48], [-0.72, -1.32, -1.44], [-0.26, 0.75, 1.39], [-0.57, 0.17, 1.28], [1.58, -1.58, 0.46], [-3.40, -2.46, -0.65], [-1.41, 0.31, -0.43], [2.97, 3.79, 0.46]]}

=====

{"formula": "C6H15NNa7O6P", "method": "ωB97M-V with the def2-TZVPD basis set", "de_lowest_kcal_mol": 426.02, "lumo_ev": -16.01, "multiplicity": 1, "total_charge": 4, "total_energy_ev": -60393.2560, "homo_energy_ha": -0.759, "homo_lumo_gap_ha": 0.1703, "symbols": ["Na", "Na", "Na", "Na", "Na", "Na", "Na", "P", "O", "O", "O", "O", "C", "O", "C", "C", "N", "C", "C", "O", "C", "H", "H", "H", "H", "H", "H", "H", "H", "H", "H", "H", "H", "H", "H", "H"], "positions_angstrom": [[30.685, 19.556, -30.152], [29.212, 17.480, -32.287], [29.858, 15.015, -30.252], [29.216, 18.260, -28.720], [32.931, 18.722, -29.805], [32.301, 16.357, -31.305], [31.338, 17.246, -28.195], [30.384, 17.284, -30.334], [30.398, 16.275, -31.570], [29.878, 16.533, -29.034], [29.370, 18.364, -30.603], [31.855, 17.717, -30.150], [27.355, 16.606, -27.218], [27.458, 17.569, -28.275], [27.068, 16.836, -29.465], [26.488, 17.783, -30.486], [27.627, 18.184, -31.208], [27.211, 19.423, -31.872], [28.178, 19.711, -33.012], [27.954, 19.037, -34.199], [28.641, 19.491, -35.389], [27.827, 16.960, -26.301], [28.017, 15.783, -27.487], [26.372, 16.147, -27.108], [26.234, 16.210, -29.148], [27.735, 16.022, -29.749], [25.995, 18.521, -29.853], [25.815, 17.341, -31.221], [28.270, 18.289, -30.436], [27.234, 20.233, -31.143], [26.271, 19.323, -32.415], [29.153, 19.492, -32.578], [28.068, 20.792, -33.095], [28.143, 19.017, -36.234], [29.621, 19.015, -35.362], [28.648, 20.580, -35.450]], "forces_ev_per_angstrom": [[1.95, 7.15, -0.53], [-3.42, 0.46, -7.68], [-2.07, -6.39, 0.58], [-3.50, 4.30, 6.10], [15.03, 11.77, 3.59], [5.16, -4.03, -3.93], [4.23, -0.53, 6.02], [-2.10, -7.05, -2.84], [1.33, 1.72, 2.91], [1.16, -0.47, -3.22], [12.92, 0.87, 1.46], [-11.41, -7.15, -1.06], [1.29, -0.84, 0.61], [-1.46, -1.44, -0.21], [-3.81, -1.14, 1.14], [-0.59, -2.48, 0.37], [-8.90, 1.01, -1.71], [1.50, -0.51, -1.53], [-0.68, 1.96, -0.07], [-0.54, -0.69, 0.81], [-0.01, -0.72, 0.34], [-0.75, 0.56, 0.15], [0.02, -0.47, -0.15], [-0.16, 0.68, 0.23], [-0.29, 0.01, 0.15], [0.70, 0.49, -0.36], [-0.25, 0.49, -0.45], [-0.65, -0.35, 0.72], [-6.04, 0.91, -0.95], [-0.43, 0.38, -0.22], [-0.50, -0.11, 0.73], [1.33, 0.52, -0.26], [0.63, 0.28, -0.66], [-0.27, 0.37, 0.13], [0.47, 0.54, -0.10], [0.11, -0.13, -0.09]]}